Record 1
ORCA calculation (ωB97M-V with the def2-TZVPD basis set) on a 9-piece molecular cluster, C75H82F3I3N2O4Si overall at a distorted geometry.

The geometry in XYZ format:
```
170
Properties=species:S:1:pos:R:3:forces:R:3
I 4.1698 -3.5030 2.2850 0.068 -0.125 0.207
I 1.0483 -0.7217 -2.4805 0.064 -0.406 -0.127
I 2.5478 1.1287 3.0704 -0.029 -0.028 -0.049
Si -4.2409 -2.2460 1.2918 -0.002 0.476 0.438
F -1.2442 -3.5554 -0.5323 0.189 -0.013 0.318
F 6.2788 -0.1254 0.3177 -0.305 -0.171 -0.139
F -1.1150 -2.4921 -2.3803 0.062 -0.289 -0.027
O 6.1956 -1.0404 -1.6934 0.051 -0.126 0.593
O -0.0640 -0.4255 0.1609 -0.137 -0.167 -0.124
O 1.2737 1.3284 0.3550 0.180 0.314 0.271
O 3.5340 0.3731 -0.8143 0.210 0.359 0.324
N 4.5516 -1.5260 -0.1241 0.409 0.117 -0.621
N 2.1978 -3.1107 -0.4688 0.110 -1.578 2.410
C -11.5675 -0.2433 6.4517 -0.003 0.002 -0.002
C 0.5158 -2.9465 1.4780 0.264 -0.971 0.976
C 4.3675 -8.5258 1.2866 -0.007 0.011 0.000
C 4.0608 0.1566 -7.6812 0.004 0.004 0.004
C 6.6429 -8.0129 1.8743 0.012 0.010 0.001
C -5.5651 -2.3408 -0.0404 0.046 -0.218 0.217
C 6.2545 2.5839 -1.3131 -0.045 0.116 -0.022
C -9.3174 -0.0010 7.2626 0.023 -0.025 -0.028
C 0.0338 3.6724 -8.1403 -0.006 0.003 0.015
C -6.7852 -0.8053 4.2607 -0.153 0.173 0.413
C -10.4991 3.8818 -3.2274 0.000 -0.004 -0.005
C 0.6875 -2.4253 2.9204 -0.859 0.240 0.006
C -2.3778 -1.4810 -0.7740 0.074 -0.428 0.299
C -9.5072 5.3758 -4.8287 0.004 -0.004 -0.012
C -3.3421 4.9534 -1.8831 0.003 -0.010 -0.006
C 4.2560 -1.2000 4.1654 -0.010 -0.123 -0.117
C 5.6496 0.6643 -5.9477 0.005 -0.001 -0.016
C 4.6952 -9.8708 1.1892 -0.004 -0.004 -0.004
C 6.3464 5.2747 -0.6347 -0.013 0.001 -0.006
C 7.5114 4.6089 -0.9899 0.019 0.020 -0.016
C 1.2501 -4.6214 -2.1894 -0.072 -0.255 0.007
C -10.7107 1.9382 6.9874 -0.003 0.001 -0.004
C -4.1904 -0.3475 3.4554 0.149 -0.172 -0.216
C -2.5525 4.1126 -1.1110 0.008 0.015 -0.014
C 6.9709 -9.3575 1.7728 -0.005 -0.005 0.003
C -3.0501 2.8861 -0.6938 0.025 -0.088 0.043
C 3.1691 -5.3056 -0.6868 0.640 0.638 -0.523
C 3.0188 0.4202 -6.8033 -0.020 -0.015 -0.016
C 5.3410 -7.5992 1.6324 -0.027 -0.017 -0.025
C 5.9967 -10.2861 1.4334 0.004 -0.001 -0.004
C -6.2634 -1.4798 3.1743 -0.164 -0.234 -0.115
C -3.7600 -3.9515 1.8956 -0.305 0.202 -0.304
C -1.1123 -2.2874 -1.0271 -0.505 0.429 -0.273
C 2.2116 -0.9622 0.7053 -0.294 0.426 0.462
C -10.3531 -0.8090 6.8138 0.004 -0.010 -0.010
C 5.0871 3.2504 -0.9616 -0.012 0.009 0.001
C -5.1249 3.3398 -1.8207 -0.034 -0.017 -0.009
C -4.9519 -1.2850 2.7492 0.153 0.132 -0.002
C -10.5173 4.4928 -4.4735 -0.005 0.004 0.004
C 10.4753 4.0973 3.8718 0.007 -0.007 -0.002
C -0.5092 -2.8270 3.8128 0.099 0.008 -0.267
C 1.6273 4.1768 -6.4125 0.015 0.007 0.035
C -9.4683 4.1507 -2.3378 0.004 -0.016 0.002
C 3.2938 0.8066 -5.4989 -0.001 -0.029 0.028
C 2.1469 -4.2482 -1.0382 -0.123 0.400 -0.674
C -2.7960 -1.1903 0.6757 -0.360 0.050 -0.194
C 5.1356 4.5956 -0.6196 0.017 -0.007 0.014
C -8.4546 5.0286 -2.6958 0.026 0.013 0.019
C -0.7293 4.2985 -5.9474 -0.009 -0.003 0.008
C 1.3501 3.8024 -7.7197 0.002 -0.012 -0.024
C -6.0008 0.0960 4.9622 -0.006 -0.054 -0.106
C 0.5983 -4.4749 1.5007 -0.127 -0.055 0.014
C -4.6264 4.5650 -2.2406 -0.006 0.014 0.001
C 0.5878 4.4225 -5.5259 0.000 -0.004 -0.001
C -8.4749 5.6426 -3.9403 0.007 -0.007 0.000
C -11.7474 1.1300 6.5420 0.000 0.002 -0.005
C -1.0060 3.9225 -7.2546 0.002 -0.010 -0.001
C -4.3362 2.5007 -1.0455 0.020 -0.001 -0.004
C 1.3427 -2.2828 0.3233 0.289 0.994 -2.565
C 2.8612 -0.7474 2.1131 -0.191 -0.148 0.071
C -4.7033 0.3330 4.5426 -0.067 0.135 0.338
C 9.1766 6.0314 3.2816 0.007 -0.011 0.004
C 0.2299 -1.5833 -0.5942 0.114 0.715 -0.002
C 10.2308 5.4588 3.9804 -0.001 0.006 0.003
C 3.4378 -0.6444 -0.1947 -0.022 -0.046 -0.079
C 3.6438 -1.5517 2.8361 0.218 0.088 -0.352
C 9.6698 3.3099 3.0600 -0.002 -0.002 0.001
C 4.6078 0.9246 -5.0681 -0.008 0.020 0.053
C 7.4652 3.2633 -1.3265 0.003 -0.010 -0.013
C 5.3762 0.2820 -7.2538 -0.002 0.001 0.004
C 5.7149 -0.9042 -0.6162 0.207 0.150 -0.480
C -9.4950 1.3729 7.3457 0.021 0.004 0.006
C 8.6186 3.8824 2.3574 -0.021 -0.031 0.011
C 1.1640 0.1582 0.4201 -0.348 -0.381 -0.047
C 8.3704 5.2433 2.4719 0.009 0.029 0.025
H 4.8197 1.2194 -4.0476 -0.004 0.003 0.003
H 4.1438 2.7207 -0.9534 0.005 -0.012 0.019
H 8.3745 2.7416 -1.5977 0.003 0.000 -0.009
H 0.4013 -4.9138 0.5274 0.157 -0.052 -0.075
H 8.9838 7.0931 3.3680 -0.002 0.005 0.003
H 7.5477 5.6878 1.9281 -0.006 -0.014 -0.016
H 0.4090 -5.2287 -1.8496 -0.161 0.100 -0.004
H 5.0833 -6.5511 1.7123 0.010 0.052 0.007
H 2.4800 1.0186 -4.8168 -0.022 0.047 0.013
H -7.6483 5.2348 -2.0030 -0.011 0.010 0.017
H -3.1501 -2.1027 -1.2297 0.047 0.008 -0.279
H -6.9085 -2.1787 2.6552 0.000 -0.072 -0.069
H 9.8618 2.2479 2.9742 0.003 -0.005 -0.003
H -1.9690 -1.1366 1.3780 0.141 -0.134 0.003
H -9.4542 3.6757 -1.3651 0.003 -0.002 0.005
H 2.6538 4.2736 -6.0830 0.008 -0.019 -0.001
H -11.3196 4.2808 -5.1683 -0.008 0.006 -0.001
H 4.8886 -2.0013 4.5270 0.012 -0.065 0.063
H -1.5494 4.4110 -0.8350 0.008 -0.010 0.003
H -3.2614 -4.5081 1.1026 0.107 -0.156 0.077
H -12.6960 1.5708 6.2646 -0.002 0.003 -0.008
H 4.8611 -0.3004 4.0688 -0.016 0.097 0.075
H -8.3710 -0.4457 7.5445 0.006 0.007 0.011
H -1.0269 -1.9452 4.1851 0.007 0.034 0.140
H -2.4317 2.2285 -0.0940 0.021 0.009 -0.001
H 0.8046 4.7093 -4.5047 0.002 0.004 0.004
H -8.6859 2.0040 7.6907 -0.001 0.002 0.011
H 7.4012 -7.2883 2.1415 0.001 0.005 0.002
H -4.6697 -4.4803 2.1832 -0.038 -0.114 -0.042
H 6.2522 -11.3351 1.3590 0.003 -0.005 -0.006
H 7.9864 -9.6819 1.9588 0.004 -0.003 0.006
H -2.9564 5.9117 -2.2069 0.003 0.001 -0.008
H 6.1891 0.0807 -7.9398 0.004 -0.005 -0.002
H 4.4046 -2.3516 -0.6978 -0.453 -0.209 0.333
H 4.1554 -4.8510 -0.8149 0.109 -0.086 0.088
H -5.3439 -1.7177 -0.9043 0.027 -0.041 -0.122
H -5.2401 5.2185 -2.8481 -0.003 -0.003 -0.009
H 3.4600 -1.0152 4.8867 0.052 0.067 0.130
H -6.1276 3.0391 -2.0981 -0.002 0.007 -0.015
H -3.2231 -0.1831 0.6961 0.033 0.097 -0.011
H 3.0941 -5.5754 0.3620 -0.148 -0.131 0.033
H -0.1823 3.3749 -9.1585 -0.001 0.009 -0.007
H 3.9363 -10.5951 0.9233 -0.003 -0.005 -0.002
H 11.2943 3.6491 4.4198 0.008 -0.001 -0.003
H -0.5414 -2.7585 1.3254 0.045 0.374 -0.459
H -1.2421 -3.3996 3.2545 -0.098 -0.151 0.012
H 0.6564 -1.3392 2.8931 0.418 0.107 0.080
H 1.5414 -4.8291 1.9073 0.133 -0.013 -0.132
H -12.3742 -0.8729 6.0992 -0.008 -0.003 0.007
H 1.5873 -2.7762 3.4037 0.254 0.110 -0.128
H -6.5246 -2.0109 0.3547 -0.038 0.063 0.069
H 1.8132 -5.2565 -2.8726 0.062 -0.034 -0.030
H -10.8501 3.0093 7.0551 -0.001 0.006 -0.001
H -3.1377 -3.8884 2.7810 0.168 -0.032 0.054
H -0.1835 -3.4243 4.6600 -0.086 -0.058 0.090
H 6.3823 6.3239 -0.3681 0.000 0.009 -0.018
H 3.3526 -8.2008 1.0933 -0.007 -0.002 0.012
H -3.1719 -0.1415 3.1517 0.076 0.012 -0.015
H -9.5245 5.8561 -5.7984 0.004 -0.003 -0.008
H -5.6974 -3.3775 -0.3502 0.020 0.003 -0.262
H -10.2134 -1.8804 6.7465 0.002 -0.005 0.004
H 6.6746 0.7596 -5.6133 0.004 -0.004 0.006
H -0.1869 -4.8646 2.1471 -0.041 0.060 0.096
H 6.2213 1.5383 -1.5798 -0.003 -0.016 -0.058
H -11.2890 3.1960 -2.9494 -0.003 -0.005 0.001
H -2.0327 3.8226 -7.5829 -0.005 -0.001 0.000
H -6.3991 0.6076 5.8267 -0.054 0.075 0.023
H -4.7258 1.5449 -0.7157 -0.009 -0.001 0.005
H 10.8612 6.0739 4.6098 0.000 0.001 0.006
H 1.9923 0.3273 -7.1347 -0.005 0.020 -0.002
H -2.2962 -0.5963 -1.4026 0.081 0.210 0.160
H 4.2274 5.1144 -0.3396 -0.008 0.000 -0.007
H 3.8482 -0.1458 -8.6987 0.000 0.003 -0.005
H -4.1016 1.0453 5.0893 0.146 0.046 -0.058
H 2.1615 3.6090 -8.4095 0.009 -0.015 0.006
H -7.6857 6.3296 -4.2184 0.000 0.007 -0.001
H -1.5397 4.4932 -5.2562 -0.002 -0.017 0.009
H 0.9132 -3.7570 -2.7501 -0.235 0.084 0.180
H -7.8011 -0.9704 4.5937 -0.091 -0.092 -0.107
H 8.4561 5.1377 -1.0012 0.005 -0.001 0.020
H 7.9927 3.2704 1.7199 -0.011 0.020 -0.014
H 3.1358 -6.1668 -1.3457 -0.160 -0.184 0.118
```
Forces are in eV/Å.

As for the net charge: 0. The SMILES is CC[C@H](C)[C@]1(N=C(C)C)[C@](C(=O)NC(=O)F)(/C(I)=C(/C)I)C(=O)O[C@]1(I)C(F)(F)CC[Si](C)(C)c1ccccc1.c1ccccc1.c1ccccc1.c1ccccc1.c1ccccc1.c1ccccc1.c1ccccc1.c1ccccc1.c1ccccc1. The HOMO energy is -8.580 eV. For the HOMO-LUMO gap, the calculation gives 8.45 eV. The calculation puts the calculated total energy at -4799.660353 Eh. The LUMO energy is -0.13 eV. The spin multiplicity is 1.

---

Record 2
ORCA calculation (ωB97M-V with the def2-TZVPD basis set) on C15H30NO12P3PtSe2Te as an isolated structure.

The geometry in XYZ format:
```
65
Properties=species:S:1:pos:R:3:forces:R:3
Pt -1.2241 1.1690 0.8949 -0.462 -0.073 0.513
Te 4.2951 -3.1688 0.3494 0.075 0.025 0.026
Se -2.3268 -0.0644 2.6535 -0.241 -0.224 -0.029
Se -1.7543 -0.4578 -0.8118 0.257 0.145 -0.693
P 0.0935 2.8299 3.4715 -0.115 -0.077 0.386
P 3.2342 -1.6449 -1.0880 -0.119 -0.018 -0.319
P 1.3442 1.6679 1.3222 0.334 0.521 -0.634
O 0.5347 2.3642 0.2377 0.262 -0.169 -0.251
O 0.1765 4.1222 4.1555 -0.029 -0.053 -0.058
O 1.7705 -1.3675 -1.0369 0.148 -0.209 0.401
O 0.3360 -3.2746 0.5632 -0.062 0.052 -0.017
O -1.7201 -5.0403 0.4607 -0.051 -0.046 -0.008
O 1.4868 2.5687 2.6173 -0.013 0.184 -0.114
O 0.5653 0.4198 1.7103 -0.091 -0.874 0.161
O 2.8402 1.4320 0.9618 0.089 0.009 0.144
O 3.9140 -0.1401 -0.9882 -0.062 -0.089 0.089
O -1.0499 2.5268 2.5057 0.101 0.782 0.387
O 0.1461 1.6261 4.5359 0.010 0.008 -0.150
O 3.6592 -2.0616 -2.6006 0.006 0.072 -0.052
N -2.6033 2.3182 0.0001 0.133 -0.050 0.141
C -1.1962 2.6313 -2.1293 0.016 -0.014 0.016
C -4.3177 2.5517 1.8698 -0.013 -0.016 -0.021
C -2.3592 -4.1529 1.3564 -0.005 0.021 -0.052
C -3.4186 3.7323 -1.5188 0.067 0.024 -0.080
C -3.7566 2.8472 0.5197 -0.104 0.035 -0.085
C 1.7367 -2.1344 -4.0985 0.018 -0.007 0.013
C -4.2853 3.7224 -0.4019 -0.076 -0.043 0.054
C 5.6510 1.4921 -1.0154 -0.062 0.022 0.013
C -2.2393 -2.2601 -0.2335 0.073 0.051 -0.036
C 2.9780 -1.3800 -3.6661 -0.017 -0.008 -0.038
C -2.3812 2.8701 -1.2477 -0.224 0.019 0.059
C 5.3324 0.0126 -1.0567 0.087 0.066 0.009
C -1.9425 -2.6778 1.1872 -0.013 -0.072 0.151
C -2.8494 -1.8665 2.1173 0.098 -0.037 -0.008
C -0.4466 -2.5659 1.5174 0.019 -0.057 0.054
H 5.7884 -0.5209 -0.2199 0.000 -0.009 0.007
H 5.1447 2.0161 -1.8281 0.017 -0.004 0.004
H -0.9473 1.5779 -2.2593 -0.018 -0.015 0.010
H 5.3229 1.9311 -0.0725 -0.003 -0.005 -0.018
H -1.4291 3.0396 -3.1146 0.006 0.004 -0.009
H -2.1497 -4.4401 2.3977 -0.007 -0.012 0.013
H -0.3010 3.1198 -1.7473 -0.015 0.011 -0.009
H -3.4390 -4.2519 1.1961 -0.003 -0.004 -0.003
H -3.6789 2.9376 2.6674 0.030 -0.035 0.005
H 6.7266 1.6485 -1.1164 0.016 -0.021 0.003
H -3.3073 -2.3818 -0.4199 -0.014 0.004 -0.016
H -0.8213 -4.6903 0.3163 0.010 0.030 0.013
H 1.0164 -2.1494 -3.2825 -0.005 -0.019 0.006
H -0.1214 -1.5333 1.5870 -0.019 -0.024 -0.068
H -5.2963 3.0308 1.9394 0.015 0.045 0.037
H 0.8357 -2.6350 0.0142 -0.043 0.020 0.015
H 1.2792 -1.6443 -4.9619 0.017 0.009 0.001
H 3.6998 -1.3144 -4.4838 0.017 0.004 0.002
H 2.7156 -0.3650 -3.3580 0.008 -0.002 0.016
H -3.5136 4.3096 -2.4275 -0.007 -0.004 0.006
H -2.9520 -2.3702 3.0850 0.062 0.060 0.035
H -3.8439 -1.8105 1.6733 -0.006 -0.049 -0.008
H 1.9944 -3.1591 -4.3725 -0.012 0.001 0.007
H -0.0649 0.7924 4.0804 -0.009 0.022 0.047
H -5.1966 4.2858 -0.2610 0.009 0.000 -0.012
H -1.6897 -2.8954 -0.9262 0.003 0.032 -0.008
H -4.4438 1.4850 2.0474 -0.053 0.056 -0.043
H 3.0328 0.8158 0.2179 -0.007 -0.024 -0.054
H -0.2802 -3.0310 2.4968 0.017 0.042 0.049
H 5.6965 -0.4440 -1.9817 -0.041 -0.012 -0.001
```
Forces are in eV/Å.

As for the net charge: -2. The HOMO energy is -2.403 eV. For the HOMO-LUMO gap, the calculation gives 6.44 eV. The calculation puts the calculated total energy at -7761.962162 Eh. The LUMO energy is 4.03 eV. The spin multiplicity is 1.

---

- Which value of calculated total energy does entry 1 give?
  -4799.660353 Eh

---

- Among the records above, which one has the highest LUMO energy?
  C15H30NO12P3PtSe2Te